[1]
Here is the molecule C5H13NO2 from the OMol25 dataset. Energies are from ωB97M-V/def2-TZVPD.

```
! wB97M-V def2-TZVPD RIJCOSX def2/J DEFGRID3
* xyz 0 1
C -1.19730 0.06959 -2.07471
C -0.68545 -0.02256 -0.59829
C 0.25409 -1.24549 -0.58028
C 0.84014 -1.66389 0.77027
O 1.72196 -2.77610 0.68841
N 0.07047 1.18847 -0.32792
C 0.02411 1.71895 0.98226
O -1.00364 2.67670 1.24791
H -2.00003 -0.66891 -2.16910
H -1.60729 1.02996 -2.34593
H -0.34207 -0.22116 -2.70223
H -1.49317 -0.26958 0.07571
H 1.18501 -0.94337 -1.10733
H -0.26817 -2.12488 -0.96778
H 1.45890 -0.86660 1.18817
H 0.05670 -1.84587 1.50644
H 2.31711 -2.73806 -0.05693
H 0.13296 1.87173 -1.06433
H 0.94223 2.24898 1.26890
H -0.24031 0.96518 1.77387
H -1.65119 2.89967 0.57235
*
```

Values from the calculation:
SMILES string: C[C@@H](CCO)NCO
HOMO level, eV: -9.11
LUMO, eV: 0.849
Energy relative to the best compared isomer or geometry (same formula, charge and spin), kcal per mole: 49.5

Atomic partial charges in e from the Löwdin method, atoms 1 to 6: -0.053 -0.388 -0.168 -0.280 -0.070 -0.016


[2]
Here is a cluster of 2 separate species, C4H10N3 in total from the OMol25 dataset. Energies are from ωB97M-V/def2-TZVPD.

```
! wB97M-V def2-TZVPD RIJCOSX def2/J DEFGRID3
* xyz 1 3
C -2.50032 1.55170 -1.99892
C -1.26340 1.62873 -2.47235
C 0.12651 0.14588 -0.20772
C 0.41857 -0.54576 2.12212
N 0.84288 -1.63765 2.81929
N 0.36791 0.51927 -1.45447
N 0.83672 -0.49213 0.69719
H -3.18015 2.14832 -2.41892
H -2.85500 0.76267 -1.35833
H -0.63581 2.05027 -3.13335
H -0.91242 0.50526 0.13787
H -0.70756 -0.49963 1.96172
H 0.91592 0.47078 2.51194
H 0.42534 -2.57836 2.57044
H 1.79766 -1.52049 3.18033
H 1.21647 0.41284 -1.89575
H 1.78755 -0.67237 0.43300
*
```

Values from the calculation:
HOMO level (alpha / beta), eV: -11.13 / -13.21
LUMO (alpha / beta), eV: -3.135 / -8.269
Energy relative to the best compared isomer or geometry (same formula, charge and spin), kcal per mole: 91.0
Expectation value of S²: 2.019

Atomic partial charges in e from the Löwdin method, atoms 1 to 6: 0.031 0.101 -0.194 -0.294 0.027 0.178